1.
Here is a cluster of 9 separate species, C63H54BClN3O17P in total at a distorted geometry from the OMol25 dataset. Energies are from ωB97M-V/def2-TZVPD.

Structure (XYZ):
```
140
Properties=species:S:1:pos:R:3
Cl -4.3466 -0.9952 -2.6546
P -0.5192 -1.7657 5.4625
O 3.9122 1.2356 -6.2564
O 1.8529 6.6172 7.9662
O 2.0751 12.7167 -6.1834
O 8.3141 -4.4311 -1.9553
O 2.8237 -5.3046 -2.8106
O -13.5678 1.8302 0.5317
O 2.3058 5.4005 -9.4739
O 1.8770 1.3781 7.1483
O 4.3225 -2.4800 -2.4930
O 5.9644 -4.4896 2.7988
O 6.0463 5.1923 -5.7195
O -3.0809 -6.4718 6.2820
O 5.1643 9.1590 -8.6210
O 0.0060 -9.9825 3.7792
O -8.5077 2.4805 1.9775
O 0.1461 -9.8768 -2.5787
O 0.8787 -3.9810 -0.1703
N 0.9663 -1.7152 -1.3122
N -4.2507 -0.6133 1.5762
N -2.3770 -1.6023 -0.8009
C 4.2288 -1.6272 -3.3582
C 4.0071 0.3825 -5.3917
C 2.2096 -6.3559 -2.7574
C -11.9440 3.2349 1.4927
C -2.3718 -7.2775 5.7078
C -2.0959 -8.6086 6.2888
C 3.3506 4.1453 -7.7798
C 3.8246 9.6804 -6.7538
C 5.1876 5.2396 -6.5822
C -0.7029 -9.1774 4.3533
C -4.6356 -0.5624 0.2043
C -2.9249 -1.1299 1.7807
C 0.8466 -6.4181 -2.1914
C 7.7748 -4.4438 -0.8638
C -1.0318 -0.0582 6.1193
C -6.1409 1.5493 0.5251
C 3.4124 12.1957 -8.0469
C -11.4054 0.9126 0.6543
C 2.9403 -0.9622 -3.6407
C -1.7541 -6.9624 4.4021
C 2.7991 -7.6161 -3.2566
C -2.5384 0.0071 6.7164
C 4.0601 6.5020 -8.3571
C 3.0493 10.5763 -6.1415
C 6.5110 -3.7159 -0.6237
C 4.4533 9.9753 -8.0594
C 6.5034 -4.4768 1.7075
C 2.7839 11.9010 -6.7418
C -0.5778 -2.0954 0.9658
C 5.3991 -1.2183 -4.1636
C 3.1310 3.3433 7.4647
C 4.1877 11.3000 -8.6594
C 3.1256 4.6613 7.6691
C 0.7600 -8.8276 -2.6325
C 1.8587 5.4153 7.7779
C 7.7676 -5.2050 1.4673
C -2.0383 -1.5823 0.5973
C -3.6936 -1.0758 -0.9246
C -2.4010 -1.2112 3.2624
C -9.6693 2.3315 1.6450
C 5.9199 -3.7322 0.5718
C 0.5987 4.6525 7.6499
C -1.7004 -3.0241 6.2443
C -1.3207 -9.4925 5.6590
C -4.9710 3.9529 0.7887
C -0.9788 -7.8462 3.7723
C 2.1246 -8.7652 -3.1992
C -10.1324 1.0762 1.0166
C 0.6040 3.3346 7.4456
C -0.0612 -2.1801 2.4397
C -4.8182 2.4174 0.2458
C 4.2916 4.0919 -6.8368
C 3.1641 5.3533 -8.6116
C 1.8711 2.5806 7.3368
C 5.2964 -0.2832 -5.1088
C 5.0015 6.4482 -7.4138
C 0.1715 -7.5668 -2.1335
C 8.3589 -5.1888 0.2720
C 2.8373 -0.0268 -4.5860
C -6.1045 0.0601 -0.0843
C -10.6708 3.3984 1.8549
C -0.9787 -1.7392 3.6284
C -12.4072 1.9796 0.8642
B 0.4474 -2.5891 -0.2217
H -4.6878 2.5140 -0.8933
H 1.9012 0.4714 -4.8060
H -9.3860 0.3052 0.8693
H -10.3142 4.3112 2.3156
H 4.4411 3.2150 -6.2203
H 4.0393 5.2349 7.7643
H -0.5191 -7.6324 2.8154
H -0.8285 -7.6293 -1.7223
H 9.2850 -5.7156 0.0786
H 2.5818 10.3775 -5.1852
H -1.1092 -10.4718 6.0702
H 6.1434 0.0288 -5.7073
H 2.5402 -9.6974 -3.5606
H -6.4169 -0.0153 -1.1763
H -1.9515 -2.8173 7.3452
H 8.1814 -5.7460 2.3094
H 1.6767 -4.0575 -0.7581
H -3.8760 2.0091 0.7714
H 2.0938 -1.2752 -3.0420
H 1.9702 -1.5071 -1.2195
H -12.6902 4.0058 1.6400
H -0.3099 2.7610 7.3503
H -4.4382 4.6485 0.0508
H -2.9726 1.0615 6.5030
H -6.8206 -0.5719 0.5716
H 6.3353 -1.7168 -3.9434
H -2.5556 -8.8222 7.2457
H -0.3231 0.2778 6.9481
H -0.3197 5.2205 7.7314
H 0.4319 -5.4857 -1.8305
H 0.4659 -0.8179 -1.3838
H 5.6665 7.2783 -7.2147
H -2.7116 -2.9380 5.6795
H 4.0493 2.7753 7.3832
H 3.9099 7.3773 -8.9739
H 3.7992 -7.5529 -3.6675
H 2.6855 3.3142 -7.9790
H -1.3312 -4.0944 6.0995
H -6.3150 1.5717 1.6657
H -3.2611 -0.7478 6.2583
H -4.3623 4.0145 1.7705
H 4.9937 -3.2053 0.7650
H -2.5571 -0.1025 7.8621
H -3.1089 -0.8853 4.0933
H -7.0205 2.1393 0.0586
H -11.7619 -0.0002 0.1936
H -1.9656 -5.9828 3.9907
H 0.9884 -2.5692 2.7087
H -0.9941 0.7472 5.2864
H 3.2085 13.1705 -8.4724
H -6.0540 4.2385 1.0076
H 6.0967 -3.1748 -1.4653
H 4.0280 8.7064 -6.3280
H 4.6551 11.4990 -9.6157
```

SMILES: CCCCc1nc2cc(P(C)CC)cc(B(N)O)c2nc1Cl.O=C1C=CC(=O)C=C1.O=C1C=CC(=O)C=C1.O=C1C=CC(=O)C=C1.O=C1C=CC(=O)C=C1.O=C1C=CC(=O)C=C1.O=C1C=CC(=O)C=C1.O=C1C=CC(=O)C=C1.O=C1C=CC(=O)C=C1
E: -4702.38806 hartree
HOMO level: -8.219 eV
Total charge: 0
Frontier orbital gap: 6.329 eV
Maximum force: 6.4 eV/Å
Energy relative to the best compared isomer or geometry (same formula, charge and spin): 154.7 kcal per mole

Results of the Mulliken charge analysis, in e, for atoms 1 through 6: -0.22 -0.02 -0.58 -0.54 -0.54 -0.56

***

2.
Here is a structure of composition C63H56As2IrN4O3S2Sb2 at a distorted geometry from the OMol25 dataset. Energies are from ωB97M-V/def2-TZVPD.

Structure (XYZ):
```
133
Properties=species:S:1:pos:R:3
Ir -1.0064 -0.3466 0.2498
Sb 3.4409 1.1884 -2.2205
Sb 0.6223 2.6703 -2.3697
As 0.9754 -2.0736 -0.7171
As -0.8996 -2.0179 1.9770
S -1.1987 3.7967 1.9948
S -7.2175 -0.7087 6.3399
O -6.9681 -2.1472 6.2777
O -8.3544 -0.3035 7.1112
O -6.0031 0.0704 6.5054
N -0.5988 1.4737 0.6355
N -6.6021 -0.2385 3.8155
N -2.9207 0.0334 0.7319
N -8.9006 -0.5635 4.1558
C -6.7879 -0.2158 2.5031
C 1.1492 -3.4392 0.6737
C 4.8082 -3.2428 -3.1773
C 2.5803 3.8791 1.3748
C -0.1930 -3.6926 1.3265
C 1.6047 -1.9257 5.2875
C -3.9481 -0.4384 -0.0006
C -4.8959 -3.0421 4.1204
C 3.0009 3.3808 -4.2371
C 2.5514 -2.4704 -1.7661
C -1.3732 3.3887 -2.5055
C -2.6404 -2.7169 -2.7022
C -7.6497 -0.4311 4.6024
C -3.4351 -3.2314 2.2240
C 4.5932 -0.6985 -5.9722
C -2.4466 2.6388 -2.0380
C 3.7793 -2.5741 -1.1109
C 0.7374 -2.3307 4.2859
C -1.4008 -4.7697 -2.9361
C -3.7188 3.1901 -2.0052
C 3.5925 -3.1141 -3.8296
C -2.8601 5.2223 -2.9605
C -3.1855 0.5190 1.9703
C 1.7573 5.8983 0.3642
C 1.2276 5.1624 -0.6876
C 3.8628 -0.1804 -4.9116
C 5.9618 -0.8856 -5.8437
C -4.6282 -3.5435 2.8546
C -2.4991 -2.4415 2.8918
C 6.6018 -0.5602 -4.6559
C 3.8927 3.1268 -3.0161
C 4.9045 -2.9620 -1.8202
C 6.5593 1.7035 0.7878
C 1.5895 3.8527 -3.8809
C -5.4969 -0.0552 1.7857
C 5.8139 1.7609 -0.3838
C -5.2357 -0.4832 0.4859
C -3.9783 -2.2183 4.7689
C 1.3746 3.7786 -0.7146
C -2.5467 -4.0125 -3.1801
C -4.4406 0.4918 2.5137
C 6.0889 0.9909 1.8806
C 2.4359 5.2593 1.3928
C 0.8609 -0.1261 3.2998
C -1.5838 4.6752 -2.9933
C -0.9001 2.4657 1.2630
C 1.7237 0.2730 4.3126
C 4.8676 0.3327 1.8114
C -8.0337 -0.3731 1.9332
C 5.8784 -0.0361 -3.5930
C -9.0777 -0.5274 2.8450
C -2.7728 -1.9156 4.1587
C 2.0939 -0.6253 5.3018
C -1.5656 -2.1874 -1.9964
C -3.9220 4.4872 -2.4561
C 4.5089 0.1644 -3.7283
C 2.0424 3.1444 0.3280
C 4.5998 1.0853 -0.4630
C -0.3380 -4.2330 -2.2301
C 0.3676 -1.4266 3.2908
C 4.1246 0.3834 0.6419
C -0.4181 -2.9245 -1.7526
C 2.4610 -2.7120 -3.1317
H -0.1183 -4.3618 2.1848
H 5.6839 -3.5609 -3.7266
H -2.0556 -1.2792 4.6635
H 6.1879 2.3338 -1.2238
H 1.5208 -2.5997 -3.6568
H -4.6168 0.8397 3.5238
H 1.6272 4.8550 -3.4515
H -2.3530 0.8977 2.5402
H 7.5080 2.2202 0.8453
H 6.6712 0.9568 2.7916
H -5.8239 -3.2589 4.6336
H -10.0991 -0.6345 2.4964
H -6.0169 -0.9014 -0.1341
H 1.6406 6.9739 0.3782
H 2.7912 -0.0484 -5.0164
H 0.3299 -3.3348 4.3033
H -3.3601 -4.4359 -3.7535
H 0.5482 -4.8314 -2.0541
H 3.1577 -0.1099 0.6071
H -3.7140 -0.7809 -0.9973
H 2.8462 5.8384 2.2092
H 0.6944 5.6830 -1.4746
H 2.7583 -0.3113 6.0957
H 3.8651 -2.3772 -0.0503
H -4.5503 2.6108 -1.6235
H -8.2157 -0.3627 0.8673
H -2.2984 1.6240 -1.6886
H -3.2299 -3.6175 1.2296
H 6.3884 0.2067 -2.6681
H -3.5214 -2.1223 -2.9064
H 1.8883 -2.6221 6.0649
H -1.3417 -5.7855 -3.3033
H 2.1001 1.2875 4.3310
H 1.5565 -4.3370 0.2073
H 3.4657 4.1454 -4.8638
H 5.8548 -3.0539 -1.3110
H 0.5749 0.5782 2.5294
H 7.6694 -0.7070 -4.5571
H -5.3504 -4.1784 2.3574
H -3.0218 6.2256 -3.3313
H -4.2398 -1.8078 5.7367
H 3.5191 -3.3246 -4.8880
H -4.9122 4.9211 -2.4254
H 6.5325 -1.2829 -6.6724
H 1.8798 -3.0896 1.4073
H 4.4924 -0.2146 2.6676
H -1.5572 -1.1402 -1.6618
H 4.0932 -0.9582 -6.8963
H 4.9445 3.0894 -3.3018
H 0.9555 3.8748 -4.7669
H -0.7687 5.2589 -3.4033
H 3.1076 3.3712 2.1729
H 3.7662 3.8925 -2.2495
H -0.9148 -4.1245 0.6320
H 2.9478 2.4812 -4.8578
H 2.1198 2.0636 0.3521
```

Spin multiplicity: 2
<S²>: 0.76
E: -8731.09652 hartree
HOMO level (alpha / beta): -10.788 / -10.788 eV
Total charge: +2
Frontier orbital gap (alpha / beta): 2.950 / 2.878 eV
Maximum force: 1.6 eV/Å

Results of the Mulliken charge analysis, in e, for atoms 1 through 6: 1.74 0.88 0.97 0.72 1.13 -0.20

***

3.
Here is a structure of composition C63H59N8O9PbSTe from the OMol25 dataset. Energies are from ωB97M-V/def2-TZVPD.

Structure (XYZ):
```
142
Properties=species:S:1:pos:R:3
Pb 0.4319 0.2321 0.0779
Te -2.9978 -2.2417 3.1697
S 1.4870 0.0277 4.7006
O 2.9067 -0.8456 0.7577
O 0.3080 -2.0820 -0.5804
O 0.8459 -3.9836 -1.5937
O 0.6884 -4.5543 -6.2645
O -0.5746 1.4668 -5.8569
O -0.0810 -3.0409 -7.5863
O -1.5378 1.5412 -3.9391
O -2.1103 0.0058 -0.0137
O 0.0038 0.1368 -2.2651
N -0.8755 0.9643 -4.7839
N 3.8090 -3.9419 -0.4731
N -0.9051 2.2896 1.7619
N -1.9423 -1.2420 1.8503
N -0.3486 2.5742 -0.8437
N 2.1761 1.7281 -1.3038
N 3.4526 -3.0847 0.5573
N 0.2452 -3.4376 -6.4795
C 4.5175 -3.7882 4.5442
C -3.3051 3.1493 2.8687
C -0.9192 -1.5068 6.8501
C -4.1731 3.5188 0.5647
C 0.2077 -3.4078 5.9567
C -0.2851 -1.2276 -5.5806
C -5.1074 -0.5686 1.3089
C -5.6464 -2.6473 -0.4510
C 0.2560 -2.1529 -2.9741
C -6.4074 -1.0301 1.1554
C -1.6287 2.8468 -0.4583
C -4.0703 -1.1519 0.5872
C 3.8670 -3.9137 -2.9437
C -2.7051 3.0846 -1.3015
C -1.8817 2.7720 0.9611
C -0.2717 3.9956 -2.8277
C -6.6765 -2.0776 0.2852
C 3.5858 2.4950 -3.5665
C 0.3425 -2.9855 -4.0634
C 1.6214 3.8164 -4.2999
C -2.2948 2.6901 3.6659
C -0.5405 -3.3446 4.7894
C 5.2999 -4.2993 3.5173
C -4.1950 -6.8284 1.8998
C -3.1368 3.1687 1.4666
C -2.6305 -0.7605 0.8104
C -2.7150 -0.2922 5.6161
C 0.0271 -2.5095 6.9995
C -1.7109 -1.4158 5.7122
C 1.5904 2.5377 -2.2131
C 0.3956 4.3496 -4.0000
C -4.3300 -4.8811 3.3372
C 4.9458 -4.0814 2.1951
C -4.7506 -6.1508 2.9822
C 3.4295 1.3700 -1.4747
C -3.3127 -4.2677 2.5787
C -0.0619 -0.7562 -3.1536
C -3.9660 3.4204 -0.7837
C 0.2420 3.0248 -1.9521
C 0.4988 -2.7919 -1.6148
C -2.7325 -4.9234 1.4925
C 3.3760 -3.0587 4.2409
C -0.2345 -4.2995 3.6708
C 2.0129 0.8060 6.2441
C 0.8606 -2.6167 8.2468
C 3.4142 -1.9356 -1.3630
C 2.5969 0.8755 3.5477
C -1.6325 -4.3642 0.6411
C 3.7030 -3.2369 -1.6323
C -4.9741 -4.2222 4.5358
C 0.1070 -2.5327 -5.3604
C -3.1894 -6.2062 1.1851
C 3.2014 -1.8222 0.0450
C 4.1817 1.7308 -2.6038
C 2.2640 2.9465 -3.3787
C -4.6942 -8.1968 1.5262
C 3.7931 -3.3590 1.8981
C -4.3491 -2.1787 -0.3103
C 3.4193 -5.3429 -0.3823
C -0.4075 -0.3837 -4.5021
C 3.0041 -2.8482 2.9216
C -1.1132 2.2260 3.0542
C -1.5299 -2.3583 4.6894
H -1.4438 -3.3085 0.8000
H -0.2410 -3.7741 2.7161
H 6.2023 -4.8530 3.7424
H -0.9666 -5.1071 3.6263
H -4.1554 -8.5937 0.6677
H -5.5558 -3.3441 4.2464
H -3.5423 -2.5951 -0.8986
H 0.9686 -4.1756 6.0431
H -4.2442 3.4850 3.2935
H -0.6973 -4.8965 0.8213
H -4.2298 -3.9106 5.2740
H -4.7822 3.6117 -1.4681
H -2.5595 0.4241 6.4214
H 4.7935 -3.9683 5.5756
H 4.0074 -3.1716 -3.7261
H 4.1183 2.7810 -4.4657
H 3.5867 0.9659 3.9929
H 1.9214 -2.5113 8.0101
H 3.2550 -1.1529 -2.0840
H -0.0672 5.0506 -4.6814
H -5.7557 -8.1599 1.2759
H 0.7240 -3.5908 8.7184
H 3.3643 -5.6277 0.6644
H -1.0487 -0.7723 7.6377
H 3.0707 0.6117 6.4187
H 1.4265 0.3582 7.0448
H 3.8503 0.7503 -0.6910
H 2.7506 -2.6532 5.0231
H 0.5926 -1.8482 8.9705
H 2.4446 -5.4932 -0.8502
H -3.7407 -0.6613 5.6934
H -2.7293 -6.7242 0.3502
H -2.5738 2.9294 -2.3636
H 2.2024 1.8607 3.2959
H -7.2121 -0.5681 1.7132
H 5.2045 1.3935 -2.6994
H -4.5789 -8.8930 2.3583
H -5.1332 3.8260 0.9612
H -0.5115 -0.8778 -6.5767
H 2.1168 -2.2795 2.6813
H 2.9640 -4.4835 -3.1712
H 4.7215 -4.5906 -2.9355
H -1.8571 -4.5159 -0.4149
H 0.7513 -4.7417 3.8088
H -2.3974 2.6537 4.7425
H -5.5360 -6.6256 3.5603
H 2.1266 4.0674 -5.2238
H -5.6509 -4.9200 5.0250
H -2.6169 0.2442 4.6689
H 5.5712 -4.4488 1.3919
H -4.8946 0.2561 1.9810
H 1.8342 1.8804 6.2193
H 4.1737 -5.9572 -0.8712
H -5.8501 -3.4606 -1.1357
H 2.6598 0.2623 2.6505
H -7.6897 -2.4416 0.1749
H 0.5928 -4.0230 -3.8971
H -0.3204 1.7621 3.6368
H -1.2073 4.4772 -2.5905
```

Spin multiplicity: 2
<S²>: 0.82
E: -4410.25878 hartree
HOMO level (alpha / beta): -7.407 / -7.513 eV
Total charge: 0
Frontier orbital gap (alpha / beta): 7.330 / 5.777 eV
Maximum force: 0.6 eV/Å
Energy relative to the best compared isomer or geometry (same formula, charge and spin): 0.0 kcal per mole

Results of the Mulliken charge analysis, in e, for atoms 1 through 6: 1.64 0.89 0.40 -0.43 0.44 -0.79